[1]
This record from the Open Molecules 2025 dataset describes a molecular structure, C52H44Cl3IrN3O6S2Te at a distorted geometry. The level of theory is ωB97M-V/def2-TZVPD.

CARTESIAN COORDINATES (ANGSTROEM)
Ir 0.46164 -0.32270 0.10473
C -4.67872 -0.99198 -4.85539
C -3.71311 -1.12166 -3.71243
C -3.29066 -2.36224 -3.23542
C -2.40404 -2.47280 -2.18427
C -2.02716 -3.85626 -1.72384
O -2.89853 -4.68479 -1.57604
C -0.59031 -4.17648 -1.50819
C -0.28419 -5.34130 -0.80490
C 1.03438 -5.72507 -0.62802
C 2.05675 -4.94661 -1.15487
C 1.75723 -3.79824 -1.87318
C 0.43998 -3.41094 -2.05054
C -1.92944 -1.32360 -1.49383
O -1.18949 -1.47952 -0.43985
C -2.36573 -0.05860 -1.97181
C -3.22218 0.00211 -3.07801
C -1.96579 1.16974 -1.31224
N -1.00748 1.23566 -0.45082
C -0.61994 2.49538 0.19523
C 0.67704 3.02069 -0.40766
Te 1.56863 4.63243 0.71158
C 2.10862 3.48725 2.42924
C 1.18154 3.31398 3.45227
C 1.55392 2.64637 4.61130
C 2.83561 2.12922 4.73409
C 3.75349 2.29156 3.70673
C 3.39621 2.98324 2.55803
C -2.79062 2.37599 -1.62172
C -4.11460 2.39926 -1.18880
C -4.91144 3.50348 -1.43980
C -4.39831 4.58928 -2.13535
C -3.08276 4.56705 -2.57335
C -2.27973 3.46667 -2.31679
H -4.92226 -1.96132 -5.28449
H -4.26938 -0.35348 -5.63920
H -5.60650 -0.52861 -4.51515
H -3.64833 -3.27146 -3.70324
H -1.09610 -5.93918 -0.41366
H 1.26298 -6.64094 -0.09815
H 3.08853 -5.24980 -1.02489
H 2.54791 -3.20078 -2.30662
H 0.22303 -2.53013 -2.64143
H -3.52466 0.96752 -3.46109
H -0.45861 2.26850 1.25208
H -1.41297 3.23722 0.10757
H 0.52417 3.39663 -1.41763
H 1.41770 2.23072 -0.42783
H 0.18640 3.72898 3.35544
H 0.84947 2.56218 5.42925
H 3.13250 1.62916 5.64719
H 4.75342 1.88928 3.80663
H 4.11792 3.13563 1.76769
H -4.51294 1.55070 -0.64700
H -5.93564 3.51361 -1.09310
H -5.02487 5.44654 -2.33876
H -2.67811 5.40986 -3.11676
H -1.26007 3.44963 -2.67870
Cl 5.46044 -4.04887 1.07102
C 4.40403 -3.58970 2.35042
C 3.08656 -4.01130 2.33574
C 2.25535 -3.63658 3.37392
C 2.70775 -2.84450 4.42462
C 1.73399 -2.49782 5.52930
C 1.35921 -0.99873 5.52737
N 0.63446 -0.63424 4.32730
C -0.73530 -0.57597 4.21890
C -1.00915 -0.30102 2.91850
N 0.17944 -0.19484 2.23827
C 1.14935 -0.41350 3.11031
O 2.25228 -2.82490 6.80009
C 1.42433 -3.71061 7.54877
C 0.07016 -3.11877 7.81746
C -1.08140 -3.46816 7.17416
Cl -1.28342 -4.69186 5.98758
S -2.43967 -2.52922 7.68271
C -1.44690 -1.63236 8.76027
C -0.15694 -2.04708 8.72999
C 4.04286 -2.43339 4.41149
Cl 4.68457 -1.43790 5.67227
C 4.89343 -2.80505 3.38140
H 2.71052 -4.61812 1.52664
H 1.22418 -3.97084 3.37204
H 0.81581 -3.06320 5.34343
H 2.26416 -0.40276 5.61210
H 0.72430 -0.80564 6.39184
H -1.38546 -0.74070 5.06046
H -1.95353 -0.16214 2.42292
H 2.20230 -0.38431 2.88467
H 1.96018 -3.87738 8.48218
H 1.32076 -4.66536 7.02358
H -1.88294 -0.85234 9.36155
H 0.63013 -1.62107 9.33485
H 5.92631 -2.48793 3.38238
C 7.81432 0.22850 -3.84358
C 6.65883 0.06355 -2.90124
C 6.05014 1.17130 -2.31436
C 4.95432 1.01411 -1.48461
C 4.47386 -0.26117 -1.22561
C 5.09077 -1.38208 -1.76042
C 6.18584 -1.21184 -2.58607
S 2.89490 -0.35745 -0.46616
O 2.67317 -1.57536 0.31268
O 2.65922 0.82953 0.38009
O 1.92688 -0.29645 -1.60777
H 8.01202 1.27942 -4.04194
H 7.61606 -0.27000 -4.79221
H 8.71161 -0.21887 -3.41472
H 6.42399 2.16415 -2.52662
H 4.45195 1.86211 -1.03702
H 4.71513 -2.36930 -1.52562
H 6.67191 -2.08095 -3.01063

Forces on the atoms, in the same order (eV/Å):
-1.3 1.7 0.0
0.0 0.1 0.0
0.1 0.0 0.1
0.0 0.2 0.0
0.4 0.1 0.6
-0.2 0.3 0.0
0.1 0.0 0.0
0.2 -0.3 0.0
0.0 0.1 0.0
0.0 0.0 0.0
0.1 -0.1 -0.1
0.0 0.0 0.0
-0.1 -0.1 0.0
-0.5 0.4 -1.5
1.9 -0.1 2.1
0.3 -0.4 0.1
-0.2 -0.1 -0.2
-0.2 -0.5 -0.1
2.0 -0.9 0.8
0.3 0.3 0.3
0.0 0.1 0.2
-0.1 -0.2 0.1
-0.3 0.2 -0.5
0.1 0.0 0.1
-0.1 0.0 0.0
0.0 0.1 0.1
0.1 -0.1 0.0
0.0 -0.1 0.0
0.0 0.3 0.2
0.1 -0.1 0.1
0.0 0.0 0.0
0.0 0.0 0.0
0.0 0.0 0.0
0.1 -0.1 -0.1
0.0 0.0 0.0
0.0 -0.1 -0.1
0.0 0.0 0.0
0.0 0.0 0.0
0.0 0.0 0.0
0.0 0.0 0.0
0.0 0.0 0.0
0.0 0.0 0.0
-0.1 0.0 0.0
0.0 0.1 0.1
-0.1 0.1 0.0
0.0 -0.1 0.1
0.0 0.0 0.0
0.0 0.2 -0.2
0.0 0.0 0.0
0.0 -0.1 0.0
0.0 0.0 0.0
0.0 0.0 0.0
0.0 0.0 0.0
0.0 0.0 0.0
0.0 0.0 0.0
0.0 0.0 0.0
0.0 0.0 0.0
0.0 0.0 0.0
0.2 -0.1 -0.2
-0.2 0.0 0.2
0.0 0.0 -0.1
0.1 0.1 0.0
0.0 -0.1 0.2
0.0 0.2 -0.2
0.3 -0.3 0.3
-0.2 0.0 -0.4
-0.1 0.1 -0.1
-0.2 0.1 0.1
-1.0 -0.6 -1.6
0.4 0.1 0.0
0.1 0.1 0.0
-0.1 -0.1 0.0
0.0 -0.2 -0.2
-0.2 0.2 0.2
0.0 0.0 0.0
0.3 -0.1 -0.1
-0.1 0.0 -0.1
0.0 0.0 0.0
-0.3 -0.2 -0.2
0.2 0.1 0.1
0.0 0.1 0.0
0.0 0.0 -0.1
0.0 0.0 0.0
0.0 0.0 -0.1
-0.1 0.1 0.0
0.0 0.1 -0.1
0.0 0.0 0.1
0.0 -0.1 0.0
0.0 -0.1 0.0
0.0 0.0 0.0
0.0 0.0 0.0
0.0 0.0 0.0
0.0 0.0 0.0
0.0 0.0 0.0
0.0 0.0 0.1
0.0 0.0 0.1
0.0 -0.1 0.0
-0.1 0.1 0.1
-0.3 0.2 0.2
-0.1 -0.2 0.1
-0.1 0.0 0.0
1.0 0.2 -0.9
-0.6 -0.2 0.0
-0.8 -0.4 0.2
-0.9 -0.3 -0.1
0.0 0.0 0.0
0.0 0.0 0.0
0.1 0.0 0.0
0.0 0.0 0.0
0.1 0.1 -0.1
0.0 0.0 0.0
0.0 0.0 0.0

Results
- molar mass (Da) = 1297.25
- energy relative to the best compared isomer or geometry (same formula, charge and spin) (kJ/mol) = 14.4
- total charge = +1
- Kohn-Sham gap (Eh) = 0.2346

***

[2]
This record from the Open Molecules 2025 dataset describes a molecular structure, C52H45Cl2O8S3Ta at a distorted geometry. The level of theory is ωB97M-V/def2-TZVPD.

CARTESIAN COORDINATES (ANGSTROEM)
Ta -0.06697 -1.25959 1.34605
C -5.32623 0.09566 5.38290
O -4.22751 -0.27693 6.21708
C -3.03311 -0.45477 5.68058
C -2.04043 -0.90346 6.59445
C -0.78510 -1.14266 6.15607
C -0.45446 -0.97615 4.77722
C 0.77545 -1.36598 4.26910
C 1.97515 -1.67301 5.09531
O 0.94319 -1.55235 2.99532
C -1.45243 -0.45845 3.88349
O -1.09451 -0.16209 2.65448
C -2.73710 -0.21134 4.34245
H -6.19984 0.07706 6.02513
H -5.44779 -0.62443 4.57244
H -5.18151 1.10168 4.98643
H -2.33013 -1.05195 7.62458
H -0.04002 -1.50740 6.84883
H 1.96957 -1.15183 6.04737
H 2.85850 -1.39710 4.52149
H 2.01732 -2.74979 5.28019
H -3.47217 0.19273 3.66476
C 5.86082 4.86053 -0.62408
C 4.64973 3.98618 -0.49012
C 3.37299 4.53137 -0.41102
C 2.26046 3.71238 -0.30288
C 2.43072 2.33306 -0.28490
C 3.69748 1.75991 -0.35279
C 4.79095 2.59378 -0.45086
S 0.92174 1.43628 -0.25905
O 1.06728 0.34778 0.84395
C 0.97688 0.44568 -1.72962
C 1.88079 -0.63657 -1.82653
C 1.86986 -1.38333 -2.96495
C 0.97488 -1.09115 -4.02836
C 0.95650 -1.87159 -5.20688
C 0.07968 -1.58615 -6.21568
C -0.82050 -0.50757 -6.09605
C -0.82957 0.26609 -4.96938
C 0.06827 -0.00604 -3.91083
C 0.07712 0.76763 -2.71641
C -0.89093 1.88323 -2.48405
C -0.60986 3.19530 -2.95059
C 0.53039 3.48044 -3.74325
C 0.77748 4.75706 -4.15835
C -0.09506 5.80802 -3.80152
C -1.19757 5.56286 -3.03443
C -1.48304 4.25173 -2.58487
C -2.60873 3.97813 -1.76845
C -2.86949 2.71525 -1.32724
C -2.00115 1.66840 -1.69814
S -2.20856 -0.01318 -1.15556
O -1.43657 -0.06796 0.18687
C -3.90442 -0.02969 -0.65052
C -4.24236 0.07549 0.68756
C -5.58220 0.04810 1.03588
C -6.58031 -0.08363 0.07098
C -8.02604 -0.13593 0.47041
C -6.20304 -0.19290 -1.26711
C -4.86899 -0.17725 -1.63633
H 5.62092 5.90611 -0.44375
H 6.27768 4.77764 -1.62945
H 6.63923 4.55878 0.07651
H 3.24558 5.60584 -0.42694
H 1.26679 4.14076 -0.24319
H 3.81551 0.68855 -0.28869
H 5.78639 2.16903 -0.49989
H 2.53750 -0.87376 -0.99669
H 2.54611 -2.22357 -3.07047
H 1.65311 -2.69547 -5.29995
H 0.07610 -2.18540 -7.11608
H -1.50343 -0.29090 -6.90628
H -1.51802 1.09730 -4.88188
H 1.20024 2.67692 -4.02285
H 1.64468 4.96864 -4.76932
H 0.11429 6.81264 -4.14334
H -1.86982 6.36623 -2.76133
H -3.26707 4.79430 -1.49923
H -3.73538 2.51066 -0.71291
H -3.45633 0.17339 1.42419
H -5.86605 0.13394 2.07825
H -8.24650 0.59441 1.24853
H -8.27616 -1.12290 0.86401
H -8.68019 0.05899 -0.37698
H -6.96441 -0.29960 -2.02894
H -4.58857 -0.27405 -2.67887
Cl 1.91985 -7.84673 -1.83785
C 1.65272 -6.32024 -1.07928
C 2.44978 -5.93461 -0.00198
C 2.25861 -4.71405 0.61672
C 1.25820 -3.86028 0.16510
O 1.07038 -2.66760 0.72286
C 0.44977 -4.25124 -0.91185
C -0.59912 -3.37866 -1.38740
O -0.88112 -2.28923 -0.90480
C 0.65478 -5.48686 -1.53301
H 3.22292 -6.60627 0.34585
H 2.87323 -4.41420 1.45370
H -1.17754 -3.73938 -2.25191
H 0.02887 -5.78962 -2.36337
C 6.26071 -0.88679 1.15890
S 4.81363 -1.95597 1.14847
C 5.06363 -2.68282 2.77734
O 3.61635 -1.06496 1.26493
H 6.28323 -0.29639 2.07339
H 6.16890 -0.23253 0.29418
H 7.15968 -1.49442 1.06075
H 5.84373 -3.44149 2.72637
H 4.11597 -3.14729 3.04573
H 5.32297 -1.91242 3.50187
Cl -1.71783 -2.88403 1.86027

Forces on the atoms, in the same order (eV/Å):
-1.3 -0.3 -1.1
0.0 0.0 0.0
-0.1 0.0 0.0
0.1 0.0 0.0
-0.1 0.0 0.1
0.0 0.1 -0.1
-0.3 0.0 0.0
0.1 -0.1 -0.2
0.0 0.0 0.0
0.5 0.1 0.6
0.5 -0.1 0.4
-0.4 0.0 0.1
0.0 0.1 0.0
0.0 0.0 0.0
0.0 0.0 0.0
0.0 0.0 0.0
0.0 0.0 0.0
0.0 0.0 0.0
0.0 0.0 0.0
0.0 0.0 0.0
0.0 0.0 0.0
0.0 0.0 0.0
0.0 0.0 0.0
0.0 0.0 0.0
0.0 0.0 0.0
-0.1 0.0 0.0
-0.1 0.0 0.0
0.0 0.0 0.0
0.0 0.0 0.0
0.0 0.2 -0.1
0.3 -0.5 0.2
0.0 0.1 -0.1
0.0 0.0 0.0
0.0 0.0 0.1
0.0 0.0 0.0
0.0 0.0 0.0
0.0 0.0 0.0
0.0 0.0 0.0
0.0 0.0 0.0
0.0 0.0 0.0
0.0 0.0 0.1
0.0 0.0 0.0
0.0 0.0 0.0
0.0 0.0 0.0
0.0 0.0 0.0
0.0 0.0 0.0
0.0 0.0 0.0
0.0 0.0 0.0
0.0 0.0 0.0
-0.1 0.0 0.0
0.1 0.0 0.0
-0.2 0.0 -0.1
0.2 0.0 0.1
0.1 0.0 0.0
0.0 0.0 0.0
0.0 0.0 0.0
0.0 0.0 0.0
0.0 0.0 0.0
0.0 0.0 0.0
0.0 0.0 0.0
0.0 0.0 0.0
0.0 0.0 0.0
0.0 0.0 0.0
0.0 0.0 0.0
0.0 0.0 0.0
0.0 0.0 0.0
0.0 0.0 0.0
0.0 0.0 0.0
0.0 0.0 0.0
0.0 0.0 0.0
0.0 0.0 0.0
0.0 0.0 0.0
0.0 0.0 0.0
0.0 0.0 0.0
0.0 0.0 0.0
0.0 0.0 0.0
0.0 0.0 0.0
0.0 0.0 0.0
0.0 0.0 0.0
0.0 0.0 0.0
0.0 0.0 0.0
0.0 0.0 0.0
0.0 0.0 0.0
0.0 0.0 0.0
0.0 0.0 0.0
0.0 0.0 0.0
0.0 0.0 0.0
0.0 0.0 0.0
0.0 0.0 0.0
0.0 0.1 0.0
0.0 -0.1 -0.2
0.2 0.4 0.3
0.1 0.0 0.1
0.0 0.0 -0.1
0.2 0.0 0.1
0.0 0.0 0.0
0.0 0.0 0.0
0.0 0.0 0.0
0.0 0.0 0.0
0.0 0.0 0.0
-0.1 -0.1 0.0
0.1 -0.1 0.1
0.0 0.0 -0.1
0.1 0.1 0.0
0.0 0.0 0.0
0.0 0.0 0.0
0.0 0.0 0.0
0.0 0.0 0.0
0.0 0.0 0.0
0.0 0.0 0.0
0.2 0.2 0.0

Results
- molar mass (Da) = 1145.98
- energy relative to the best compared isomer or geometry (same formula, charge and spin) (kJ/mol) = 113.9
- total charge = +2
- Kohn-Sham gap (Eh) = 0.2650